[1]
Formula: C12H30N2NaO4
Source: OMol25
Level of theory: wB97M-V/def2-TZVPD

energy relative to the best compared isomer or geometry (same formula, charge and spin): 3.897 eV
energy: -28508.146 eV
HOMO-LUMO gap: 7.454 eV

Geometry as ORCA input:
```
! wB97M-V def2-TZVPD RIJCOSX def2/J DEFGRID3
* xyz 1 1
Na 32.001 -10.744 -29.076
C 30.959 -13.778 -35.331
O 30.602 -14.988 -34.706
C 29.521 -14.935 -33.858
C 29.820 -14.246 -32.500
N 31.066 -14.668 -31.885
C 30.874 -15.902 -31.058
C 32.210 -16.564 -30.588
O 33.004 -17.053 -31.638
C 32.635 -18.252 -32.297
H 31.959 -13.826 -35.763
H 30.999 -12.938 -34.637
H 30.273 -13.715 -36.176
H 29.283 -15.989 -33.718
H 28.636 -14.516 -34.336
H 29.021 -14.314 -31.761
H 29.809 -13.182 -32.736
H 31.406 -15.109 -32.728
H 30.229 -16.649 -31.521
H 30.431 -15.601 -30.108
H 32.054 -17.406 -29.914
H 32.791 -15.793 -30.082
H 33.503 -18.637 -32.833
H 31.834 -18.260 -33.036
H 32.439 -18.948 -31.481
C 33.618 -9.427 -31.911
O 32.227 -9.241 -31.471
C 31.600 -8.099 -32.093
C 30.151 -7.751 -31.651
N 30.004 -8.091 -30.196
C 28.610 -8.391 -29.945
C 28.411 -8.973 -28.522
O 29.381 -9.975 -28.317
C 28.959 -10.877 -27.313
H 33.940 -9.360 -32.950
H 34.006 -10.326 -31.432
H 34.088 -8.565 -31.439
H 31.730 -8.240 -33.165
H 32.246 -7.260 -31.833
H 29.422 -8.288 -32.257
H 29.938 -6.695 -31.822
H 30.288 -7.288 -29.653
H 28.243 -9.133 -30.655
H 28.048 -7.472 -30.106
H 27.373 -9.270 -28.375
H 28.581 -8.260 -27.715
H 28.180 -11.541 -27.688
H 28.729 -10.416 -26.353
H 29.824 -11.503 -27.095
*
```

How is the electron density shared among the atoms? According to Löwdin, the charges in e are: Na 0.78; C -0.08; O -0.20; C -0.24; C -0.23; N -0.04; C -0.19; C -0.21; O -0.20; C -0.10; H 0.09; H 0.08; H 0.10; H 0.12; H 0.12; H 0.11; H 0.09; H 0.08; H 0.11; H 0.11; H 0.12; H 0.11; H 0.09; H 0.08; H 0.09; C -0.06; O -0.25; C -0.19; C -0.15; N -0.07; C -0.20; C -0.20; O -0.23; C -0.09; H 0.10; H 0.08; H 0.09; H 0.12; H 0.11; H 0.11; H 0.12; H 0.12; H 0.12; H 0.12; H 0.13; H 0.13; H 0.10; H 0.10; H 0.08

[2]
Formula: C5H9N2OS
Source: OMol25
Level of theory: wB97M-V/def2-TZVPD

energy relative to the best compared isomer or geometry (same formula, charge and spin): 2.175 eV
energy: -21185.395 eV
HOMO-LUMO gap: 9.296 eV

Geometry as ORCA input:
```
! wB97M-V def2-TZVPD RIJCOSX def2/J DEFGRID3
* xyz 1 1
C 2.415 1.628 -0.233
C -2.831 0.105 -0.246
C 0.325 0.454 -0.050
C -2.922 -0.444 1.046
C 2.032 -1.686 -0.629
N 1.496 0.983 0.317
N -0.805 1.063 0.019
O -3.127 0.378 -1.304
S 0.283 -1.272 -0.376
H 2.432 1.905 -1.287
H 3.246 1.942 0.385
H -2.867 0.352 1.792
H -3.866 -0.987 1.151
H -2.081 -1.119 1.229
H 2.404 -1.154 -1.503
H 2.054 -2.755 -0.810
H 2.605 -1.446 0.262
H -0.792 2.053 0.236
*
```

How is the electron density shared among the atoms? According to Löwdin, the charges in e are: C 0.05; C -0.14; C -0.74; C 0.02; C -0.35; N 0.03; N 0.07; O 0.32; S 0.94; H 0.11; H 0.10; H 0.13; H 0.13; H 0.10; H 0.05; H 0.04; H 0.05; H 0.10

[3]
Formula: C40H87N7O4P2Si
Source: OMol25
Level of theory: wB97M-V/def2-TZVPD

structure (SMILES): CCCCCCCCCCCOC(=O)NCCCCCCCC[Si](C)(C)c1ccccc1.CN(C)P(=O)(N(C)C)N(C)C.CN(C)P(=O)(N(C)C)N(C)C
energy relative to the best compared isomer or geometry (same formula, charge and spin): 0.000 eV
energy: -87954.487 eV
HOMO-LUMO gap: 6.770 eV

Geometry as ORCA input:
```
! wB97M-V def2-TZVPD RIJCOSX def2/J DEFGRID3
* xyz 0 1
C 2.244 -5.420 4.882
C 2.829 -4.029 5.479
C 4.264 -3.638 4.820
C 4.833 -2.337 5.562
C 6.223 -1.782 4.927
C 5.907 -1.374 3.405
C 6.221 0.195 3.084
C 5.764 0.397 1.532
C 5.736 1.939 1.070
C 4.264 2.256 0.521
C 3.954 1.563 -0.922
O 2.548 1.263 -1.114
C 2.208 -0.036 -0.678
O 2.979 -0.890 -0.178
N 0.802 -0.451 -0.886
C 0.211 -1.051 0.353
C -1.170 -1.799 -0.057
C -1.803 -2.673 1.141
C -2.998 -1.888 1.920
C -2.272 -0.611 2.630
C -3.257 0.256 3.570
C -3.106 1.850 3.301
C -2.709 2.706 4.605
Si -0.930 2.435 5.261
C -0.279 0.637 5.118
C -1.004 2.814 7.169
C 0.395 3.547 4.388
C 0.523 3.505 2.822
C 1.631 4.373 2.120
C 2.589 5.268 2.981
C 2.469 5.337 4.546
C 1.360 4.461 5.202
H 3.026 -6.258 5.004
H 1.934 -5.284 3.788
H 1.342 -5.705 5.548
H 2.104 -3.168 5.249
H 3.011 -4.113 6.618
H 5.007 -4.520 4.887
H 4.058 -3.477 3.704
H 4.052 -1.488 5.626
H 5.079 -2.646 6.638
H 6.995 -2.619 5.008
H 6.601 -0.832 5.451
H 4.799 -1.535 3.108
H 6.506 -2.009 2.643
H 5.520 0.813 3.748
H 7.326 0.455 3.190
H 6.396 -0.239 0.827
H 4.676 0.023 1.497
H 6.504 2.151 0.243
H 6.020 2.590 1.983
H 3.468 2.025 1.305
H 4.213 3.400 0.344
H 4.665 0.697 -1.154
H 4.211 2.385 -1.696
H 0.293 0.449 -1.023
H 0.859 -1.839 0.862
H 0.049 -0.192 1.099
H -1.927 -0.947 -0.261
H -1.001 -2.387 -1.019
H -0.943 -2.937 1.871
H -2.213 -3.667 0.718
H -3.861 -1.597 1.235
H -3.317 -2.602 2.773
H -1.371 -1.059 3.196
H -1.949 0.080 1.771
H -4.315 -0.144 3.419
H -2.980 0.051 4.668
H -4.162 2.212 2.987
H -2.428 2.106 2.408
H -3.473 2.504 5.437
H -2.809 3.827 4.324
H 0.740 0.535 5.662
H -0.979 -0.153 5.548
H -0.032 0.467 4.001
H -1.799 3.626 7.389
H -1.388 1.870 7.708
H 0.035 3.124 7.523
H -0.137 2.837 2.160
H 1.771 4.339 0.986
H 3.420 5.885 2.511
H 3.184 5.978 5.182
H 1.279 4.497 6.346
C 0.772 -0.521 -4.420
N 1.704 -1.583 -4.729
C 2.721 -1.746 -3.696
P 1.907 -2.460 -6.179
O 1.701 -3.826 -5.494
N 0.425 -2.596 -7.061
C -0.840 -2.069 -6.585
C 0.175 -3.921 -7.640
N 2.208 -0.930 -7.015
C 3.407 -0.181 -6.656
C 1.517 -0.393 -8.173
H 0.707 0.231 -5.212
H 1.051 0.030 -3.516
H -0.226 -0.922 -4.224
H 3.548 -1.042 -3.851
H 3.141 -2.755 -3.702
H 2.319 -1.589 -2.693
H -1.158 -2.544 -5.648
H -1.633 -2.221 -7.325
H -0.800 -0.990 -6.447
H -0.240 -4.616 -6.901
H 1.098 -4.354 -8.034
H -0.528 -3.855 -8.476
H 3.180 0.568 -5.889
H 3.856 0.340 -7.506
H 4.178 -0.850 -6.266
H 0.679 0.238 -7.860
H 1.149 -1.168 -8.845
H 2.169 0.231 -8.795
C -4.463 1.709 -4.057
N -4.589 0.515 -3.249
C -3.903 -0.629 -3.840
P -5.586 0.220 -1.895
O -4.398 -0.159 -0.988
N -5.887 1.660 -0.996
C -5.310 2.948 -1.332
C -5.818 1.485 0.459
N -6.991 0.601 -2.901
C -7.297 -0.294 -4.012
C -8.023 1.593 -2.658
H -5.429 2.146 -4.323
H -3.956 1.518 -5.009
H -3.858 2.462 -3.547
H -4.538 -1.123 -4.583
H -3.639 -1.372 -3.082
H -2.965 -0.341 -4.326
H -4.214 2.937 -1.272
H -5.675 3.731 -0.658
H -5.614 3.280 -2.323
H -4.785 1.503 0.824
H -6.266 0.534 0.758
H -6.375 2.274 0.975
H -6.844 0.073 -4.940
H -8.370 -0.405 -4.188
H -6.914 -1.298 -3.817
H -7.752 2.547 -3.121
H -8.215 1.753 -1.597
H -8.991 1.298 -3.077
*
```

Löwdin population analysis, charges in e, atoms 1 to 99: C -0.14; C -0.27; C -0.23; C -0.23; C -0.20; C -0.23; C -0.20; C -0.22; C -0.20; C -0.18; C -0.17; O -0.04; C -0.45; O 0.04; N 0.04; C -0.20; C -0.18; C -0.21; C -0.19; C -0.22; C -0.19; C -0.25; C -0.28; Si 0.55; C -0.21; C -0.21; C -0.22; C -0.06; C -0.08; C -0.08; C -0.07; C -0.08; H 0.07; H 0.07; H 0.07; H 0.10; H 0.11; H 0.12; H 0.10; H 0.12; H 0.10; H 0.10; H 0.11; H 0.10; H 0.12; H 0.12; H 0.11; H 0.12; H 0.09; H 0.11; H 0.11; H 0.11; H 0.10; H 0.13; H 0.14; H 0.13; H 0.13; H 0.11; H 0.09; H 0.11; H 0.11; H 0.11; H 0.10; H 0.11; H 0.10; H 0.09; H 0.11; H 0.09; H 0.09; H 0.09; H 0.09; H 0.09; H 0.05; H 0.04; H 0.03; H 0.04; H 0.04; H 0.02; H 0.08; H 0.08; H 0.08; H 0.09; H 0.07; C -0.12; N -0.31; C -0.12; P 0.76; O -0.32; N -0.36; C -0.15; C -0.15; N -0.30; C -0.13; C -0.12; H 0.07; H 0.06; H 0.06; H 0.07; H 0.08

[4]
Formula: C10H28O4
Source: OMol25
Level of theory: wB97M-V/def2-TZVPD

structure (SMILES): CC(C)O.CC(C)O.CCO.CCO
energy relative to the best compared isomer or geometry (same formula, charge and spin): 0.425 eV
energy: -19013.388 eV
HOMO-LUMO gap: 10.217 eV

Geometry as ORCA input:
```
! wB97M-V def2-TZVPD RIJCOSX def2/J DEFGRID3
* xyz 0 1
C -1.010 -0.047 -0.655
C -1.812 -0.171 0.651
C -0.936 -0.497 1.841
O -2.513 1.043 0.872
H -0.344 0.816 -0.614
H -1.710 0.055 -1.486
H -0.433 -0.952 -0.873
H -2.569 -0.938 0.492
H -0.241 0.318 2.056
H -0.282 -1.350 1.600
H -1.529 -0.796 2.700
H -1.867 1.712 1.134
C 3.058 -0.399 -0.768
C 4.106 0.635 -1.076
C 3.649 1.536 -2.241
O 4.262 1.414 0.121
H 2.826 -0.977 -1.664
H 2.157 0.094 -0.408
H 3.403 -1.102 -0.006
H 5.058 0.176 -1.359
H 2.667 1.959 -2.028
H 3.576 0.964 -3.168
H 4.378 2.334 -2.413
H 4.544 2.306 -0.107
C 1.310 2.894 0.984
C 0.278 3.409 1.976
O -1.036 3.394 1.431
H 2.304 2.796 1.437
H 1.422 3.519 0.099
H 1.066 1.863 0.711
H 0.544 4.421 2.301
H 0.236 2.764 2.850
H -1.108 4.114 0.798
C -3.706 -3.589 -1.373
C -4.069 -4.420 -0.158
O -3.017 -4.406 0.812
H -2.884 -4.043 -1.937
H -3.374 -2.580 -1.131
H -4.540 -3.515 -2.076
H -4.286 -5.445 -0.474
H -4.972 -4.039 0.322
H -2.605 -5.272 0.829
*
```

How is the electron density shared among the atoms? According to Löwdin, the charges in e are: C -0.06; C -0.49; C -0.05; O -0.06; H 0.06; H 0.08; H 0.07; H 0.12; H 0.07; H 0.08; H 0.08; H 0.03; C -0.06; C -0.48; C -0.06; O -0.06; H 0.09; H 0.06; H 0.08; H 0.13; H 0.07; H 0.08; H 0.08; H 0.08; C -0.09; C -0.30; O -0.09; H 0.07; H 0.08; H 0.04; H 0.11; H 0.11; H 0.10; C -0.09; C -0.32; O -0.08; H 0.07; H 0.06; H 0.07; H 0.11; H 0.11; H 0.07

Computed LUMO energy, in the same sequence as the records: -3.9; -3.8; -0.9; 0.8 eV.